The following is a quantum chemistry calculation of C24H42FeNOP3 as an isolated structure, from the OMol25 dataset.

Last column: Mulliken charge in e.
Positions of all 72 atoms, in Å:
1 Fe -0.862 -0.142 -0.872  -0.24
2 P -1.931 -2.126 -0.778  1.15
3 P 0.040 0.647 -2.628  1.18
4 P -2.269 1.129 0.130  0.94
5 H 1.488 0.016 2.806  -0.06
6 C 1.029 -0.267 3.759  -0.05
7 C 0.266 -1.359 3.903  -0.44
8 H 0.192 -2.145 3.143  0.10
9 C -0.854 -3.438 -1.451  -1.24
10 C -3.560 -2.489 -1.517  -1.29
11 C -2.145 -2.493 1.003  -0.92
12 C 1.744 1.198 -2.239  -1.16
13 C 0.323 -0.549 -3.986  -1.40
14 C -0.732 2.061 -3.494  -1.52
15 C -1.918 1.025 1.922  -0.99
16 C -4.077 0.847 0.015  -1.34
17 C -2.137 2.904 -0.264  -1.00
18 H 1.215 0.398 4.609  0.29
19 H -0.300 -1.515 4.830  0.30
20 H -0.138 -3.770 -0.688  0.38
21 H -0.294 -3.076 -2.325  0.26
22 H -1.492 -4.278 -1.754  0.50
23 H -3.642 -1.988 -2.489  0.49
24 H -4.365 -2.135 -0.863  0.41
25 H -3.631 -3.573 -1.665  0.50
26 H -1.329 -2.068 1.604  -0.09
27 H -2.152 -3.584 1.129  0.52
28 H -3.097 -2.081 1.365  0.37
29 H 1.943 2.158 -2.733  0.52
30 H 2.451 0.441 -2.600  0.41
31 H 1.860 1.318 -1.149  0.06
32 H 0.260 -0.019 -4.946  0.49
33 H -0.443 -1.334 -3.950  0.33
34 H 1.317 -0.999 -3.872  0.43
35 H -0.337 2.106 -4.517  0.53
36 H -0.518 2.997 -2.963  0.37
37 H -1.818 1.902 -3.532  0.43
38 H -2.431 1.848 2.437  0.55
39 H -0.835 1.108 2.085  -0.13
40 H -2.254 0.062 2.328  0.39
41 H -4.586 1.706 0.472  0.50
42 H -4.371 -0.075 0.533  0.33
43 H -4.369 0.772 -1.041  0.42
44 H -2.942 3.435 0.261  0.55
45 H -2.250 3.049 -1.347  0.42
46 H -1.162 3.301 0.050  0.00
47 C 1.411 2.879 1.265  0.29
48 C 1.829 3.824 0.248  -0.41
49 C 1.468 5.152 0.326  -0.60
50 C 0.819 5.649 1.466  -0.42
51 C 0.523 4.788 2.534  -0.57
52 C 0.866 3.453 2.480  -0.10
53 O 1.421 1.626 1.065  -0.42
54 H -1.914 -0.631 -1.900  0.21
55 H 2.356 3.427 -0.617  0.54
56 H 1.705 5.821 -0.503  0.43
57 H 0.568 6.711 1.532  0.45
58 H 0.017 5.165 3.424  0.44
59 H 0.674 2.768 3.304  0.37
60 N 0.606 -0.910 -0.107  0.21
61 C 1.563 -1.504 0.231  0.54
62 C 2.640 -2.383 0.450  0.27
63 C 3.528 -2.652 -0.616  -0.45
64 C 4.440 -3.699 -0.503  -0.68
65 C 4.504 -4.449 0.679  -0.42
66 C 3.678 -4.132 1.763  -0.75
67 C 2.767 -3.078 1.671  -0.28
68 H 3.470 -2.044 -1.521  0.45
69 H 5.091 -3.936 -1.346  0.43
70 H 5.210 -5.278 0.756  0.44
71 H 3.733 -4.715 2.685  0.44
72 H 2.143 -2.779 2.514  0.33

Calculated values
ΔE to the lowest compared entry with this formula, charge and spin	0.936	eV
molecular weight	509.4	Da
charge	+3
HOMO (spin up / spin down)	-16.137 / -17.129	eV
spin multiplicity	6
orbital gap (spin up / spin down)	6.5 / 5.8	eV


The following is a quantum chemistry calculation of C24H42LuNP3Se as an isolated structure, from the OMol25 dataset.

Last column: Mulliken charge in e.
Positions of all 72 atoms, in Å:
1 Lu -0.339 -1.115 0.072  1.10
2 P 0.152 1.519 1.423  0.60
3 P -2.786 0.085 -0.428  0.62
4 P 2.400 -0.652 -0.603  0.82
5 H -1.294 -2.241 -2.192  0.09
6 C -0.457 -2.593 -1.581  -0.26
7 C -0.869 -3.244 -0.444  -0.52
8 H -1.906 -3.558 -0.383  0.37
9 C 0.370 3.151 0.566  -1.45
10 C -1.147 2.005 2.646  -0.95
11 C 1.594 1.616 2.574  -0.85
12 C -3.613 -0.690 -1.839  -1.19
13 C -3.869 -0.384 0.994  -1.24
14 C -3.245 1.841 -0.640  -1.05
15 C 2.941 -1.661 -2.041  -1.47
16 C 3.530 -1.296 0.710  -1.31
17 C 3.253 0.944 -0.977  -0.99
18 H 0.558 -2.561 -1.947  0.27
19 H -0.224 -3.735 0.315  0.35
20 H 0.466 3.936 1.340  0.51
21 H -0.487 3.381 -0.083  0.33
22 H 1.279 3.140 -0.053  0.34
23 H -1.088 3.081 2.873  0.44
24 H -1.031 1.443 3.578  0.29
25 H -2.135 1.785 2.224  0.14
26 H 1.739 2.660 2.920  0.48
27 H 2.509 1.278 2.066  0.16
28 H 1.413 0.979 3.451  0.14
29 H -4.686 -0.488 -1.822  0.47
30 H -3.446 -1.768 -1.847  0.38
31 H -3.172 -0.280 -2.747  0.34
32 H -4.917 -0.061 0.832  0.48
33 H -3.493 0.066 1.928  0.26
34 H -3.840 -1.476 1.113  0.39
35 H -4.342 1.945 -0.641  0.50
36 H -2.841 2.209 -1.592  0.28
37 H -2.825 2.458 0.164  0.26
38 H 4.038 -1.634 -2.086  0.48
39 H 2.530 -1.256 -2.972  0.43
40 H 2.615 -2.703 -1.951  0.51
41 H 4.535 -1.497 0.311  0.45
42 H 3.121 -2.233 1.115  0.40
43 H 3.617 -0.574 1.534  0.34
44 H 4.278 0.743 -1.328  0.46
45 H 3.308 1.576 -0.078  0.34
46 H 2.721 1.498 -1.761  0.14
47 C 0.026 0.811 -4.865  0.60
48 C -0.455 -0.427 -5.346  -0.22
49 C -0.050 -0.869 -6.616  -0.64
50 C 0.867 -0.130 -7.365  -0.47
51 C 1.383 1.085 -6.864  -0.64
52 C 0.948 1.551 -5.624  -0.54
53 Se -0.383 1.541 -3.137  0.19
54 H 1.005 2.048 -2.957  -0.06
55 H -1.123 -1.035 -4.733  0.30
56 H -0.443 -1.791 -7.040  0.41
57 H 1.208 -0.520 -8.330  0.39
58 H 2.140 1.676 -7.397  0.39
59 H 1.324 2.490 -5.217  0.46
60 N -0.327 -1.766 2.095  -0.48
61 C -0.273 -1.566 3.254  0.26
62 C -0.187 -1.296 4.609  0.56
63 C -1.368 -0.979 5.328  -0.47
64 C -1.249 -0.524 6.633  -0.60
65 C 0.016 -0.422 7.226  -0.39
66 C 1.181 -0.785 6.531  -0.63
67 C 1.086 -1.230 5.221  -0.39
68 H -2.338 -1.068 4.839  0.50
69 H -2.152 -0.212 7.164  0.43
70 H 0.103 -0.031 8.236  0.44
71 H 2.163 -0.684 6.989  0.44
72 H 1.982 -1.506 4.650  0.52

Calculated values
molecular weight	691.5	Da
charge	+3
HOMO	-15.577	eV
spin multiplicity	1
orbital gap	4.5	eV


The following is a quantum chemistry calculation of a 9-piece molecular cluster, C24H42N2O24S3 overall, from the OMol25 dataset.

Last column: Mulliken charge in e.
Positions of all 95 atoms, in Å:
1 C 3.073 6.964 -0.767  -0.72
2 N 1.689 7.119 -1.195  0.90
3 O 0.965 7.931 -0.748  -0.53
4 O 1.323 6.272 -1.997  -0.53
5 H 3.397 5.941 -0.953  0.31
6 H 3.105 7.226 0.291  0.29
7 H 3.800 7.524 -1.354  0.28
8 C 0.247 -0.112 0.565  -0.73
9 N 1.256 0.310 -0.358  0.87
10 O 2.316 0.660 0.105  -0.52
11 O 0.943 0.191 -1.549  -0.51
12 H -0.610 -0.683 0.208  0.31
13 H -0.133 0.805 1.016  0.30
14 H 0.829 -0.607 1.342  0.29
15 O -1.336 6.831 6.580  -0.53
16 S -1.991 5.964 5.568  1.09
17 O -1.295 5.578 4.384  -0.49
18 O -2.678 4.669 6.221  -0.31
19 C -4.037 4.859 6.635  -0.21
20 C -4.479 6.161 6.048  -0.30
21 O -3.464 6.538 5.182  -0.33
22 H -4.684 4.076 6.241  0.29
23 H -4.137 4.890 7.720  0.24
24 H -4.401 7.014 6.722  0.27
25 H -5.453 6.157 5.559  0.27
26 O -3.644 -3.388 4.835  -0.49
27 S -3.973 -4.637 4.193  1.06
28 O -4.539 -4.575 2.814  -0.52
29 O -2.663 -5.700 4.133  -0.32
30 C -3.015 -7.002 4.115  -0.24
31 C -4.416 -7.054 4.727  -0.28
32 O -4.760 -5.758 5.133  -0.32
33 H -2.808 -7.357 3.105  0.29
34 H -2.381 -7.463 4.873  0.22
35 H -4.447 -7.863 5.456  0.34
36 H -5.116 -7.386 3.960  0.27
37 O -2.180 -3.912 -10.809  -0.49
38 S -1.109 -3.297 -10.138  1.08
39 O -0.552 -2.090 -10.732  -0.52
40 O -1.561 -3.049 -8.534  -0.35
41 C -0.549 -3.475 -7.645  -0.24
42 C 0.181 -4.602 -8.355  -0.21
43 O 0.100 -4.369 -9.700  -0.33
44 H 0.069 -2.678 -7.230  0.28
45 H -1.214 -3.851 -6.868  0.24
46 H -0.378 -5.522 -8.184  0.27
47 H 1.245 -4.572 -8.121  0.27
48 O 1.331 -6.060 -1.450  -0.58
49 C 2.448 -6.106 -0.989  0.52
50 C 3.717 -6.486 -1.714  -0.43
51 C 4.720 -6.806 -0.555  -0.47
52 C 4.186 -6.070 0.631  -0.35
53 O 2.767 -5.978 0.334  -0.36
54 H 3.619 -7.345 -2.378  0.27
55 H 4.021 -5.678 -2.378  0.26
56 H 4.798 -7.866 -0.315  0.29
57 H 5.706 -6.384 -0.746  0.29
58 H 4.398 -6.741 1.464  0.26
59 H 4.588 -5.089 0.884  0.28
60 O 5.980 1.048 -9.326  -0.59
61 C 5.463 1.830 -8.499  0.50
62 C 5.659 1.748 -7.014  -0.33
63 C 5.021 3.039 -6.620  -0.66
64 C 3.963 3.313 -7.720  -0.36
65 O 4.574 2.849 -8.849  -0.32
66 H 5.115 0.953 -6.503  0.24
67 H 6.736 1.646 -6.879  0.24
68 H 4.576 2.930 -5.631  0.35
69 H 5.791 3.807 -6.548  0.30
70 H 3.126 2.671 -7.444  0.32
71 H 3.965 4.403 -7.726  0.31
72 O 4.071 -4.387 7.103  -0.60
73 C 3.853 -3.198 7.257  0.48
74 C 2.521 -2.519 7.495  -0.32
75 C 3.073 -1.269 8.147  -0.59
76 C 4.307 -0.928 7.332  -0.36
77 O 4.757 -2.235 7.060  -0.34
78 H 2.104 -2.374 6.499  0.28
79 H 1.970 -3.051 8.270  0.27
80 H 2.248 -0.557 8.171  0.33
81 H 3.461 -1.416 9.155  0.28
82 H 4.135 -0.362 6.416  0.29
83 H 5.040 -0.499 8.016  0.27
84 O -6.131 3.259 0.377  -0.60
85 C -6.652 4.288 -0.111  0.46
86 C -5.896 5.395 -0.807  -0.27
87 C -6.941 6.472 -0.784  -0.45
88 C -8.302 5.820 -0.661  -0.34
89 O -8.030 4.563 -0.103  -0.35
90 H -4.963 5.559 -0.267  0.29
91 H -5.765 4.987 -1.809  0.23
92 H -6.827 7.214 0.006  0.28
93 H -6.967 6.993 -1.741  0.27
94 H -8.984 6.331 0.018  0.24
95 H -8.885 5.606 -1.557  0.26

Calculated values
ΔE to the lowest compared entry with this formula, charge and spin	1.513	eV
SMILES	C[N+](=O)[O-].C[N+](=O)[O-].O=S1(=O)OCCO1.O=S1(=O)OCCO1.O=S1(=O)OCCO1.O=C1CCCO1.O=C1CCCO1.O=C1CCCO1.O=C1CCCO1
molecular weight	838.8	Da
charge	0
HOMO	-10.132	eV
spin multiplicity	1
orbital gap	10.2	eV